# 1
This record from the OMol25 dataset describes C16H33O28PS6 as an isolated structure at a distorted geometry. The level of theory is ωB97M-V/def2-TZVPD.

Each line ends with the Mulliken charge.
Positions of all 84 atoms, in Å:
1 C -1.80 -2.23 2.58  -1.42
2 C -1.36 -1.01 1.79  0.70
3 O -1.45 -1.31 0.40  -0.49
4 C -2.09 0.29 2.22  -1.12
5 C -3.27 0.63 1.37  -0.48
6 O -3.80 1.99 1.45  -0.57
7 S -4.86 2.02 0.25  1.33
8 O -4.20 2.30 -0.98  -0.60
9 O -5.98 2.81 0.61  -0.64
10 O -5.27 0.46 0.30  -0.42
11 C -4.54 -0.18 1.41  -0.07
12 C -5.42 0.02 2.64  -0.34
13 P -6.90 -1.01 2.46  0.80
14 O -6.53 -2.30 1.84  -0.69
15 O -7.97 -0.22 1.59  -0.51
16 O -7.55 -1.19 3.89  -0.55
17 H -1.81 -2.04 3.65  0.52
18 H -2.80 -2.51 2.24  0.29
19 H -1.17 -3.08 2.32  0.16
20 H -0.30 -0.85 1.98  -0.09
21 H -2.33 -1.63 0.19  0.37
22 H -2.32 0.20 3.28  0.65
23 H -1.37 1.10 2.16  0.08
24 H -2.94 0.56 0.33  0.89
25 H -4.40 -1.24 1.25  0.85
26 H -4.91 -0.23 3.57  0.29
27 H -5.74 1.06 2.73  0.39
28 H -7.88 -0.56 0.69  0.36
29 H -7.42 -2.13 4.10  0.35
30 C -0.49 -6.26 -1.69  -0.38
31 C 0.21 -4.92 -1.83  -0.31
32 O -0.24 -4.18 -0.69  -0.20
33 S -0.46 -5.16 0.55  1.14
34 O 0.69 -5.13 1.38  -0.56
35 O -1.76 -4.96 1.06  -0.50
36 O -0.45 -6.53 -0.28  -0.33
37 H -1.53 -6.21 -2.01  0.29
38 H 0.02 -7.06 -2.23  0.31
39 H -0.07 -4.40 -2.75  0.30
40 H 1.29 -5.02 -1.78  0.27
41 C -1.09 2.54 -1.42  -0.40
42 C 0.05 3.39 -1.94  -0.25
43 O 0.90 3.56 -0.79  -0.31
44 S 0.85 2.26 0.11  1.24
45 O 1.98 1.45 -0.20  -0.52
46 O 0.55 2.63 1.45  -0.68
47 O -0.44 1.60 -0.54  -0.19
48 H -1.81 3.12 -0.85  0.26
49 H -1.61 2.00 -2.21  0.37
50 H -0.26 4.36 -2.31  0.45
51 H 0.61 2.87 -2.72  -0.01
52 C 5.04 3.74 -1.76  -0.05
53 C 5.83 4.03 -3.02  -0.39
54 O 4.83 4.43 -3.97  -0.29
55 S 3.65 5.21 -3.22  1.05
56 O 3.84 6.61 -3.33  -0.57
57 O 2.42 4.60 -3.60  -0.48
58 O 4.03 4.76 -1.74  -0.29
59 H 4.55 2.76 -1.80  0.04
60 H 5.65 3.80 -0.86  0.34
61 H 6.36 3.16 -3.40  0.33
62 H 6.52 4.86 -2.88  0.31
63 C 4.07 -0.45 4.10  -0.41
64 C 3.12 -0.05 2.99  -0.24
65 O 1.96 -0.87 3.22  -0.17
66 S 1.77 -1.12 4.79  1.09
67 O 0.82 -0.19 5.29  -0.55
68 O 1.63 -2.51 5.00  -0.55
69 O 3.22 -0.65 5.24  -0.33
70 H 4.57 -1.40 3.87  0.31
71 H 4.81 0.31 4.32  0.31
72 H 3.52 -0.24 2.00  0.27
73 H 2.81 0.99 3.07  0.24
74 C 3.00 0.96 -4.23  0.39
75 C 2.36 -0.18 -3.47  -0.23
76 O 2.93 -1.36 -4.05  -0.35
77 S 4.43 -1.07 -4.50  1.04
78 O 5.32 -1.52 -3.49  -0.54
79 O 4.59 -1.47 -5.85  -0.54
80 O 4.36 0.53 -4.42  -0.29
81 H 2.54 1.10 -5.21  0.31
82 H 2.98 1.90 -3.68  -0.40
83 H 1.27 -0.20 -3.58  0.28
84 H 2.61 -0.15 -2.41  0.32

Summary:
Orbital gap: 10.7 eV

# 2
This record from the OMol25 dataset describes C2H8S2Si as an isolated structure at a distorted geometry. The level of theory is ωB97M-V/def2-TZVPD.

Each line ends with the Mulliken charge.
Positions of all 13 atoms, in Å:
1 C -2.23 0.69 0.22  -0.70
2 C 0.93 0.04 0.16  -0.52
3 Si 1.55 -1.63 -0.23  0.31
4 S 1.88 1.25 -0.53  -0.15
5 S -0.93 0.53 -1.10  -0.11
6 H -1.75 0.30 1.06  0.25
7 H -3.15 0.20 -0.07  0.28
8 H -2.40 1.77 0.20  0.24
9 H 0.30 0.32 1.00  0.48
10 H 2.76 -1.78 0.62  -0.08
11 H 1.59 -1.45 -1.69  -0.05
12 H 0.44 -2.37 0.43  -0.08
13 H 1.01 2.13 -0.07  0.14

Summary:
Energy relative to the best compared isomer or geometry (same formula, charge and spin): 101.9 kcal per mole
Orbital gap: 8.2 eV

# 3
This record from the OMol25 dataset describes H2O5STl as an isolated structure at a distorted geometry. The level of theory is ωB97M-V/def2-TZVPD.

Each line ends with the Mulliken charge.
Positions of all 9 atoms, in Å:
1 Tl -0.73 2.18 1.97  0.86
2 S 0.63 0.27 -1.25  1.26
3 O 0.61 0.44 -2.71  -0.44
4 O 0.18 1.45 -0.49  -0.61
5 O -0.23 -0.90 -0.92  -0.74
6 O 2.02 -0.09 -0.97  -0.45
7 O -0.87 -0.76 1.60  -0.58
8 H -1.01 -1.60 2.04  0.29
9 H -0.61 -1.00 0.71  0.42

Summary:
⟨S²⟩: 0.7621
Orbital gap (spin up / spin down): 8.9 / 7.2 eV
Multiplicity: 2

# 4
This record from the OMol25 dataset describes C8H17N as an isolated structure at a distorted geometry. The level of theory is ωB97M-V/def2-TZVPD.

Each line ends with the Mulliken charge.
Positions of all 26 atoms, in Å:
1 C 1.35 0.08 0.14  2.32
2 C 1.22 -0.10 -1.37  -1.79
3 C 1.83 1.51 0.44  -1.81
4 C 2.40 -0.92 0.69  -1.71
5 C -2.65 -0.05 -1.26  -1.11
6 C -2.26 0.19 0.20  0.60
7 N -3.17 0.16 1.14  -0.91
8 H -3.35 1.10 1.52  0.22
9 H 2.18 0.07 -1.85  0.48
10 H 0.49 0.60 -1.79  0.33
11 H 0.90 -1.11 -1.63  0.36
12 H 2.79 1.71 -0.05  0.43
13 H 1.10 2.24 0.08  0.40
14 H 1.96 1.67 1.51  0.43
15 H 3.37 -0.74 0.21  0.43
16 H 2.53 -0.81 1.76  0.41
17 H 2.10 -1.95 0.47  0.38
18 H -3.18 0.81 -1.65  0.29
19 H -1.76 -0.21 -1.87  0.31
20 H -3.29 -0.93 -1.31  0.35
21 C 0.07 -0.18 0.88  -0.96
22 C -0.90 -1.15 0.59  -0.82
23 H -0.73 -1.79 -0.26  0.31
24 H -1.55 1.10 0.19  0.18
25 H -0.06 0.37 1.81  0.44
26 H -1.39 -1.66 1.40  0.44

Summary:
Energy relative to the best compared isomer or geometry (same formula, charge and spin): 75.4 kcal per mole
Orbital gap (spin up / spin down): 7.7 / 7.7 eV